Below is C48H60N12O4P as an isolated structure, with properties calculated with wB97M-V/def2-TZVPD.

Structure (XYZ):
```
125
Properties=species:S:1:pos:R:3:forces:R:3:mulliken_charge:R:1
P -7.22832 -50.23032 46.72656 -4.2091 -0.2080 0.5477 -1.74
O -6.75339 -51.15346 47.80092 -0.7243 0.4235 0.0195 0.06
O -8.83576 -49.84962 46.99460 6.8066 0.2790 -0.2970 0.09
O -7.11995 -50.98849 45.43648 -0.3641 -0.0656 -0.3026 0.83
O -6.36967 -48.97185 46.71437 -1.6279 -0.5165 -0.2941 0.14
N -6.38520 -46.86601 48.08240 -2.5777 -4.5541 0.9320 1.17
C -5.67334 -45.78557 47.92062 1.1295 3.8561 0.1853 -0.10
C -6.12871 -44.74150 48.77508 -3.8620 -1.3712 1.3596 -0.88
C -7.37193 -45.40172 49.45164 1.6635 -1.2643 -0.6298 -1.01
C -7.44109 -46.83612 49.10842 9.0041 12.6063 -3.5845 -1.47
H -6.32803 -47.80320 47.47571 -0.0965 2.5640 1.6688 -0.13
H -4.86813 -45.65795 47.13950 -1.0778 -0.7053 1.0412 0.30
H -5.99471 -43.60807 48.95948 0.3725 -2.3188 -0.8351 0.23
H -8.08215 -44.83149 50.09913 0.7962 -0.7590 -0.4432 0.32
H -8.05685 -47.50504 49.27461 -5.7139 -6.5323 1.4002 1.35
N -4.70681 -52.63433 47.72724 -3.5472 1.8209 1.5091 2.66
C -3.56742 -52.42830 48.50621 0.0898 -1.9317 -3.5363 -0.72
C -2.67586 -53.31131 47.99059 -2.4912 -3.4360 -2.2497 -1.39
C -3.46572 -54.28804 46.99587 2.5504 -0.9021 1.1304 -0.45
C -4.73617 -53.80856 46.98174 0.2777 1.9781 0.2622 -0.99
H -5.64877 -51.94170 47.71765 2.7756 -1.7513 0.0359 -0.60
H -3.31490 -51.72258 49.25222 -0.6459 1.0241 0.2174 0.53
H -1.72000 -53.53516 48.31344 1.8308 -0.2098 0.5824 0.57
H -3.10174 -55.31566 46.51037 -0.6753 2.6611 1.1859 0.15
H -5.71629 -54.03387 46.49154 1.3507 -0.1060 0.2724 0.31
N -3.92301 -48.98210 47.12478 -2.3489 0.6291 2.3497 0.95
C -2.84257 -49.08229 46.30861 0.6377 -0.0800 2.5868 -0.34
C -1.73242 -49.15193 47.10079 -0.9394 1.0068 4.3809 -1.08
C -2.16602 -48.95092 48.57271 -1.0132 -0.8656 -2.9842 -0.90
C -3.57286 -48.92316 48.51955 1.1945 0.4148 -2.5600 -0.34
H -5.08368 -48.89540 46.95321 3.7658 -0.8191 -0.3552 -0.31
H -2.84856 -49.01290 45.27170 -0.4512 -0.2295 -1.5095 0.53
H -0.68994 -49.23332 47.00073 1.0191 -0.1286 -1.1602 0.44
H -1.44636 -48.91706 49.39486 -0.6017 -0.0579 -0.1701 0.36
H -4.42091 -48.74533 49.20870 0.9773 -0.2792 -0.2535 0.34
N -6.22110 -50.97722 50.17688 1.1967 1.8641 3.4843 0.85
C -5.50296 -51.89908 50.98588 -1.2964 2.4226 -2.1600 -0.01
C -5.49482 -51.28998 52.21914 1.0149 -3.8478 3.3596 -0.91
C -6.31200 -50.14000 52.29484 0.5400 2.0212 -0.6498 -0.90
C -6.56311 -49.78898 50.99209 0.3228 -4.9888 -1.6015 -0.33
H -6.26283 -50.95462 49.15472 -0.1431 0.0069 0.6028 -0.46
H -5.06056 -52.78903 50.45630 -0.5063 1.1275 1.2945 0.28
H -5.06809 -51.91953 53.10793 -0.8333 1.5798 -1.4240 0.16
H -6.60196 -49.43851 53.10602 0.6215 -1.0159 -0.3446 0.39
H -7.13982 -49.06951 50.49610 -0.6235 1.0415 -0.1769 0.37
N -5.04692 -51.16282 43.94750 -1.6606 2.2639 -2.6526 2.53
C -3.85255 -51.67362 44.22459 -1.4816 -2.7736 3.1485 -0.13
C -3.09684 -51.78564 43.10979 -7.2090 4.7572 -1.5380 -2.05
C -3.78395 -50.90971 42.07826 -0.1654 -1.2601 0.3391 -0.34
C -5.00538 -50.65592 42.64266 0.5107 -0.9133 0.2854 -0.55
H -5.89060 -51.07840 44.58484 1.4512 -0.0321 -0.5747 -0.97
H -3.99702 -52.15269 45.25409 1.8450 0.4501 -1.4410 0.24
H -2.20088 -51.99514 43.04778 8.6769 -2.5012 -0.4062 0.77
H -3.60109 -50.58178 40.99348 0.2155 -0.9292 1.9177 0.30
H -5.84123 -50.35049 42.07547 -0.9772 0.7812 0.1441 0.13
N -10.71580 -51.11012 46.32115 -0.2033 -0.5800 1.9422 1.95
C -10.78194 -51.89342 45.22804 -0.2007 0.9444 -0.2117 -0.57
C -12.09067 -52.34976 45.05368 0.0537 1.1959 1.9718 -1.46
C -12.83897 -51.88647 46.27062 2.4825 0.3219 -1.0931 -1.04
C -11.84450 -51.18695 47.07760 -2.0819 -3.1743 -6.4169 -0.97
H -9.80876 -50.48809 46.62118 -1.2841 -1.6281 -0.8142 -0.08
H -9.82220 -51.89153 44.69802 -0.9501 -0.4656 -0.5450 0.80
H -12.41719 -52.73860 44.10713 -0.4239 -0.5001 0.1342 0.43
H -13.93673 -51.87643 46.35645 0.7736 -0.2529 0.3361 0.33
H -12.04903 -50.62979 47.86471 -0.4470 2.4241 3.6179 0.62
N -7.71346 -53.50663 48.47246 -4.9296 4.2887 -0.7956 1.03
C -9.11307 -53.73963 48.26102 3.1184 1.1014 0.3620 -0.41
C -9.26979 -55.05674 48.49122 -0.4446 -0.9820 -1.1939 -0.61
C -7.89467 -55.60397 48.72745 -3.3722 -0.6632 1.6468 -1.26
C -7.12807 -54.51825 48.96952 4.7983 -3.1716 -0.5116 0.03
H -7.38700 -52.63022 48.13537 0.8214 0.7675 0.5128 -0.15
H -9.70634 -52.86091 47.99859 -0.1486 -0.7293 -0.0836 0.40
H -10.30165 -55.40029 48.23743 1.2619 -0.7886 0.5959 0.32
H -7.63008 -56.57991 49.04029 -0.0416 -0.8791 0.1535 0.48
H -6.01089 -54.52841 49.18129 -1.7287 0.1296 -0.2549 0.22
N -10.02044 -49.76210 49.31044 1.5225 -1.9783 -0.6853 1.63
C -9.80668 -50.72862 50.33674 -0.9451 3.3997 -2.2515 -0.44
C -10.45400 -50.25418 51.41866 -1.7297 3.7396 -3.8211 -1.41
C -11.19298 -48.97989 50.97800 -0.6200 0.5825 3.8283 -0.44
C -10.82613 -48.71519 49.72752 1.5360 0.6894 -3.8467 -0.18
H -9.51073 -49.98429 48.36005 -1.2075 1.5207 1.9040 -0.73
H -9.15543 -51.51308 50.04302 0.2937 -0.7899 0.4973 0.45
H -10.54127 -50.71619 52.27581 -0.4584 -2.0637 4.4328 0.74
H -11.81498 -48.14361 51.56983 1.5082 -2.4667 -0.9567 0.16
H -10.93238 -47.79201 48.97858 -0.1454 -2.3000 1.9904 -0.02
N -8.20381 -50.48194 43.17075 0.6460 -0.7677 3.9858 1.23
C -8.60777 -49.18419 42.97992 0.5090 0.7204 1.0543 -0.22
C -8.87503 -49.02529 41.68437 -1.4558 -1.2109 -4.6434 -0.43
C -8.80152 -50.51810 41.09543 -0.1587 4.5353 0.7153 -0.91
C -8.36095 -51.28335 42.07740 0.9159 0.2093 2.1762 -0.46
H -7.75877 -50.79565 44.15635 -1.4801 1.0351 -2.4570 -0.83
H -8.72542 -48.36911 43.76273 0.6831 -1.5383 -0.8624 0.15
H -9.14377 -48.04223 41.07226 0.4550 -2.4694 1.6399 0.16
H -8.98417 -50.91294 40.16813 -0.5385 -0.2367 -2.4187 0.54
H -8.03036 -52.31520 42.18090 -0.4130 0.2613 -0.3923 0.31
N -7.51038 -53.56008 44.48267 2.2332 5.0272 -1.5247 1.38
C -6.79855 -54.10103 43.32361 -2.9696 -0.2415 5.2166 -0.78
C -7.14700 -55.39832 43.27947 -6.7324 6.3057 7.1976 -1.32
C -8.32952 -55.51981 44.23845 1.8639 -4.5734 -1.2297 -1.10
C -8.43772 -54.35054 44.96030 -1.0934 -3.3403 -1.2013 0.47
H -7.38669 -52.52319 44.83856 -0.3052 -2.7138 -0.8150 -0.43
H -6.05736 -53.51742 42.97131 2.4317 1.6204 -1.4040 0.51
H -6.73429 -55.93553 42.67115 3.9136 -6.7727 -6.4772 0.90
H -8.70562 -56.64776 44.43958 0.3058 3.1925 -0.2339 0.08
H -9.28924 -54.18893 45.59815 0.5411 0.7566 0.5347 0.33
N -10.18233 -47.88261 46.26632 1.4059 1.9507 -0.3086 1.27
C -10.07649 -46.56581 46.85410 -5.9456 -3.3622 -5.1717 -0.45
C -11.17874 -45.81323 46.51506 0.7666 -5.2120 -2.2522 -1.41
C -11.94121 -46.75471 45.55172 1.1665 3.2037 2.2049 -0.94
C -11.27929 -47.91791 45.44437 1.5829 2.6935 2.6035 -0.85
H -9.30418 -48.54943 46.24598 -2.5177 1.1946 0.4275 -0.24
H -9.32826 -46.58491 47.43448 5.5414 1.3159 4.4162 0.86
H -11.17159 -44.80970 46.68944 -0.8621 2.5510 0.4686 0.53
H -12.87978 -46.48151 45.17872 -1.1368 0.0793 -0.7596 0.48
H -11.56782 -48.75908 44.99938 -0.9519 -3.3008 -1.9331 0.50
N -6.08749 -47.35010 44.74535 -0.2656 -3.3826 2.8781 1.13
C -6.90419 -46.28873 44.42490 1.3671 -0.5190 -0.2701 -0.33
C -6.44663 -45.83050 43.20524 1.5739 -2.2250 -0.4764 -0.88
C -5.29825 -46.78645 42.80673 -0.4479 1.6971 -1.5408 -0.71
C -5.10401 -47.72859 43.80587 -1.9739 1.7418 0.4687 0.18
H -6.33773 -48.13849 45.57002 0.7099 2.7576 -2.4137 -0.41
H -7.66716 -45.90884 45.15490 0.8051 -0.6045 -1.0116 0.37
H -6.97689 -45.12548 42.58203 0.4327 0.2050 -0.0787 0.34
H -4.71924 -46.68083 41.81417 -1.0168 -0.2808 1.8233 0.19
H -4.45322 -48.64723 43.98405 -1.1663 1.7797 -0.4886 -0.26
```
Forces are in eV/Å.

Computed properties:
Total energy (eV): -86097.017
Relative energy (zero: lowest compared OMol25 entry of this formula, charge and spin) (kJ/mol): 350.48
Total charge: -3
Frontier orbital gap (Eh): 0.27797
LUMO energy (eV): 6.3088